DFT (wB97M-V/def2-TZVPD) results for a structure of composition C26H11BrCl5MoN3O7Se.

Structure (XYZ):
```
55
Properties=species:S:1:pos:R:3
N 0.52 1.48 0.72
O 3.63 -1.51 -6.19
H 2.30 5.66 1.04
C -1.01 -1.98 -2.24
H 4.08 3.00 -1.82
C 3.30 4.42 -0.42
C -0.87 3.76 -0.38
C 1.43 3.71 0.88
C -1.01 -4.09 1.87
C 0.49 1.44 2.12
C 0.47 -1.61 -2.04
C -2.78 -2.35 1.67
C 2.40 2.21 -0.72
O -0.26 -2.99 1.35
C 2.22 -1.63 -0.51
C 2.34 4.69 0.55
C 3.33 3.19 -1.06
Se -2.16 2.36 1.43
N 0.91 -1.56 -0.78
C -2.44 -3.69 1.90
H 2.52 -1.63 0.53
Cl 0.27 2.66 4.47
H 0.91 -1.68 -4.12
C -3.43 -4.64 2.04
H -5.54 -4.99 2.05
O -1.21 0.18 -0.06
N -1.02 3.79 1.06
C -5.10 -2.94 1.69
Mo -0.74 -1.47 0.50
C 1.33 -1.62 -3.12
C 3.61 -1.58 -5.07
C 0.26 3.82 1.85
C -4.10 -1.98 1.56
O -0.50 -5.10 2.16
H 4.03 5.18 -0.68
Cl -0.74 2.11 -2.56
Cl 0.30 5.32 2.79
C 0.36 2.57 2.79
Br -4.55 -0.19 1.21
O -1.45 -2.05 -3.34
C -4.76 -4.25 1.94
H -2.04 -1.53 1.88
C 1.47 2.48 0.25
H 4.23 -1.71 -1.32
C -0.86 1.51 0.18
H -3.15 -5.68 2.20
Cl -0.67 5.22 -1.22
O -1.60 -2.30 -1.09
Cl 0.39 -0.18 2.78
C -0.89 2.55 -0.92
O 3.68 -1.65 -3.86
C 2.65 -1.63 -2.79
C 3.17 -1.67 -1.53
H 2.41 1.24 -1.21
H -6.14 -2.64 1.59
```

Properties
Maximum force, eV/Å: 1.81
Orbital gap (spin up / spin down), hartree: 0.2060 / 0.2059
Molecular weight, u: 909.457
Total energy, eV: -245780.245
Total charge: +2

Results of the Löwdin charge analysis, in e, for atoms 1 through 5: number 1, N, carries -0.038; number 2, O, carries 0.453; number 3, H, carries 0.106; number 4, C, carries -0.524; number 5, H, carries 0.110

DFT (wB97M-V/def2-TZVPD) results for a structure of composition C26H14F6N2O8S2.

Structure (XYZ):
```
58
Properties=species:S:1:pos:R:3
H -1.43 -7.89 1.40
C -0.39 2.94 0.70
H -3.38 4.40 1.69
S 3.77 -1.53 -1.20
C -4.20 5.11 1.67
F 4.59 -0.21 -3.82
H 0.09 5.64 2.80
C 1.69 2.66 1.94
S -0.60 -4.89 -4.26
F 3.41 0.71 0.13
F 4.16 -1.03 -5.75
O -7.65 5.47 2.39
C 0.47 -4.65 2.62
H 1.04 1.25 0.55
C -0.86 -6.65 3.12
C -0.62 4.23 1.39
C -0.89 -6.99 1.67
F 3.05 0.93 -1.99
C -4.99 7.45 1.12
F 1.61 -0.16 -0.81
O 2.26 4.37 3.45
H 1.55 -3.10 -1.03
C -3.89 6.47 1.17
C 2.43 -2.78 -4.85
F 5.49 -2.10 -4.44
C 0.99 -3.66 -3.06
H -5.67 3.80 2.44
C -6.22 7.13 1.52
C 2.85 -2.29 -2.52
O -2.77 6.77 0.80
C 4.37 -1.36 -4.46
C 2.93 0.10 -0.94
N -0.09 -4.41 -2.82
C 0.44 -4.99 1.18
H -1.52 4.77 1.12
O 0.98 -4.29 0.35
H -4.74 8.44 0.75
O -1.41 -7.35 3.94
H 1.01 -3.75 2.88
C 0.24 4.70 2.29
C 1.47 3.95 2.64
C -0.13 -5.42 3.52
C -5.42 4.78 2.07
C -0.29 -6.22 0.77
C -6.53 5.77 2.03
C 1.31 -3.54 -4.44
O 3.47 -2.24 0.01
H 2.65 -2.69 -5.90
H -7.04 7.83 1.50
O 5.16 -1.35 -1.50
C 1.78 -3.01 -2.09
O -1.19 2.52 -0.12
H 2.60 2.13 2.20
H -0.12 -5.19 4.58
C 0.83 2.18 1.04
C 3.20 -2.15 -3.92
N 0.45 -4.20 -5.23
H -0.30 -6.44 -0.29
```

Properties
Maximum force, eV/Å: 1.83
Orbital gap, hartree: 0.3089
Molecular weight, u: 660.526
Total energy, eV: -84520.226

Results of the Löwdin charge analysis, in e, for atoms 1 through 5: number 1, H, carries 0.123; number 2, C, carries -0.369; number 3, H, carries 0.100; number 4, S, carries 0.778; number 5, C, carries 0.026

> The highest maximum force belongs to which entry?

C26H14F6N2O8S2